Record 1
Computed, not measured: a structure of composition C27H59AlBeClF5InMgNO11PS2, with ωB97M-V/def2-TZVPD.

Structure (XYZ):
```
111
Properties=species:S:1:pos:R:3:lowdin_charge:R:1
C -6.0400 4.1791 2.2548 -0.147
C -5.8181 3.9257 3.8709 -0.218
C -6.9586 2.9317 4.5440 -0.246
C -6.9187 1.4322 3.8405 -0.214
C -6.4368 0.2349 4.8505 -0.190
C -4.9496 -0.3820 4.5442 -0.194
C -3.8237 0.4394 5.4109 -0.212
C -2.2533 0.0122 5.0297 -0.201
C -1.6863 0.8448 3.7355 -0.214
C -1.9351 0.1286 2.2825 -0.219
C -1.0377 -1.2459 2.0415 -0.200
C -1.1822 -1.6342 0.4551 -0.220
C 0.1387 -1.3130 -0.4638 -0.217
C -0.2467 -0.5249 -1.8864 -0.311
C -1.4897 -1.2731 -2.6916 -0.356
In -1.4771 -0.5873 -4.8502 0.241
P -2.2893 -2.4804 -6.3418 0.063
S -2.1758 -2.0543 -8.2727 -0.051
H -6.3391 5.3028 2.0010 0.096
H -5.0063 3.9743 1.7278 0.091
H -6.8789 3.5114 1.7738 -0.025
H -5.9082 4.9899 4.4002 0.127
H -4.7403 3.4462 4.0488 0.110
H -6.7497 2.9207 5.6986 0.109
H -7.9998 3.4502 4.3690 0.089
H -8.0416 1.1890 3.5154 0.052
H -6.3087 1.4562 2.8248 0.118
H -7.2080 -0.6606 4.6963 0.110
H -6.5043 0.5120 5.9937 0.132
H -4.7139 -0.4256 3.3986 0.094
H -4.9458 -1.5115 4.9287 0.109
H -3.9106 1.5967 5.1949 0.081
H -4.0147 0.3099 6.5764 0.123
H -2.1093 -1.1515 4.9735 0.098
H -1.6078 0.3780 5.9650 0.112
H -2.2236 1.8925 3.7144 0.106
H -0.5363 1.0253 3.8788 0.110
H -3.0564 -0.0881 2.0207 0.093
H -1.5574 0.9074 1.4605 0.116
H -1.4163 -2.1529 2.7189 0.099
H 0.0676 -1.0437 2.3716 0.112
H -1.4802 -2.7486 0.2494 0.110
H -2.0682 -0.9668 0.0214 0.096
H 0.7061 -2.2988 -0.8200 0.117
H 0.9276 -0.6008 0.0769 0.101
H -0.4870 0.6141 -1.7041 0.109
H 0.6860 -0.5823 -2.6292 0.074
H -2.5023 -0.8918 -2.1975 0.041
H -1.4490 -2.4386 -2.5529 0.050
H -2.4231 0.9342 -5.0591 -0.046
H 0.2761 -0.2557 -5.2611 -0.051
H -3.7062 -2.7184 -6.0789 -0.290
H -1.4959 -3.6805 -6.0745 -0.045
O -1.9463 2.9401 -6.0661 -0.148
H -1.5497 2.6393 -6.8975 -0.222
H -2.9001 2.8793 -6.2265 0.085
Al -0.4734 1.5903 -6.6438 0.811
C 5.0723 0.5321 -8.6481 -0.573
F 5.6780 -0.6202 -8.2154 0.080
F 6.0927 1.3866 -8.9807 0.082
F 4.4579 0.2080 -9.8312 0.084
S 3.8960 1.2548 -7.3886 0.469
O 4.7155 1.5375 -6.2022 -0.364
O 2.8830 0.2162 -7.1555 -0.383
O 3.3469 2.4664 -8.0123 -0.354
F -5.2917 2.4509 5.8917 -0.520
C 4.8641 2.5167 -1.5724 0.006
C 4.9841 1.0732 -2.1086 -0.441
C 6.3482 0.8934 -2.8249 -0.118
C 7.5668 0.8673 -1.9085 -0.172
C 7.2684 0.3568 -0.5043 -0.129
C 6.0087 -0.5394 -0.3907 -0.452
N 4.8570 0.2163 -0.9148 0.129
O 3.6634 -0.4866 -0.8409 0.155
C 5.7931 -0.7968 1.1254 -0.004
C 6.2743 -1.8997 -1.0749 0.026
C 3.9012 0.8988 -3.2124 -0.013
H 3.8927 2.6822 -1.0953 0.099
H 4.9608 3.2522 -2.3805 0.110
H 5.6345 2.7451 -0.8302 0.087
H 6.3343 -0.0404 -3.4005 0.120
H 6.4922 1.6864 -3.5740 0.142
H 8.3415 0.2443 -2.3728 0.120
H 7.9974 1.8729 -1.8354 0.117
H 8.1528 -0.1687 -0.1207 0.140
H 7.1470 1.2284 0.1519 0.122
H 5.5546 0.1344 1.6535 0.103
H 6.6980 -1.2122 1.5864 0.075
H 4.9802 -1.5084 1.3128 0.100
H 7.1418 -2.3957 -0.6199 0.118
H 6.4838 -1.8082 -2.1448 0.086
H 5.4263 -2.5839 -0.9646 0.100
H 4.0557 1.6187 -4.0269 0.077
H 2.8891 1.0737 -2.8317 0.083
H 3.9361 -0.1038 -3.6547 0.107
Mg -4.5163 -2.3932 -7.4797 0.256
F -8.3031 4.6810 1.1329 -0.566
O 6.5795 -3.2330 3.7203 -0.395
Cl 7.4029 -2.1792 4.2805 0.620
O 8.3776 -1.7519 3.2956 -0.408
O 8.0903 -2.6762 5.4565 -0.377
O 6.5645 -1.0552 4.6498 -0.392
Be -8.3920 2.4229 2.2098 0.912
O -5.7052 -6.2987 4.1608 0.000
C -4.6623 -5.5493 4.5450 -0.273
C -4.3689 -4.4366 3.4318 -0.269
O -3.3162 -3.6974 3.8085 -0.001
H -3.7021 -6.0711 4.7053 0.135
H -4.7656 -4.9968 5.4957 0.134
H -5.3264 -3.9063 3.2843 0.130
H -4.2802 -4.9857 2.4777 0.135
```

Computed properties:
* LUMO: -3.18 eV
* frontier orbital gap: 1.206 eV
* 2S+1: 1
* net charge: -1
* molar mass: 974.43 g mol⁻¹

Record 2
Computed, not measured: the molecule C3H4O2, with ωB97M-V/def2-TZVPD.

Structure (XYZ):
```
9
Properties=species:S:1:pos:R:3:nbo_charge:R:1
O 2.2032 0.4702 -0.1718 -0.521
C 1.3543 -0.1793 0.3910 0.361
C -0.0121 0.2890 0.6597 -0.115
C -1.0810 -0.0234 -0.5149 -0.055
O -1.0599 -0.6281 0.7339 -0.452
H 1.6450 -1.1413 0.8345 0.124
H -0.3391 1.2831 0.1304 0.263
H -2.0151 0.5253 -0.7223 0.203
H -0.6954 -0.5954 -1.3405 0.193
```

Computed properties:
* ΔE to the lowest compared entry with this formula, charge and spin: 92.2 kcal/mol
* SMILES: O=C[C@H]1CO1
* LUMO: 0.42 eV
* frontier orbital gap: 9.994 eV
* 2S+1: 1
* molar mass: 72.06 g mol⁻¹

Record 3
Computed, not measured: a cluster of 6 separate species, C5H21NO5 in total, with ωB97M-V/def2-TZVPD.

Structure (XYZ):
```
32
Properties=species:S:1:pos:R:3:nbo_charge:R:1
C 0.4291 2.9467 2.3548 -0.616
C -0.8625 2.7765 1.5356 -0.393
C -0.5500 1.9085 0.3062 -0.451
C -0.5555 0.4243 0.6400 0.239
C -1.2839 -0.1679 1.5905 -0.550
N 0.2530 -0.3339 -0.2166 -0.856
H 0.8974 3.8959 2.0659 0.206
H 1.1854 2.1904 2.1782 0.205
H 0.1366 3.1579 3.3852 0.215
H -1.6330 2.3161 2.1494 0.201
H -1.3368 3.6958 1.1765 0.206
H -1.2876 2.0398 -0.4946 0.227
H 0.4152 2.1684 -0.1346 0.216
H -1.8788 0.2043 2.4073 0.219
H -1.0547 -1.2239 1.7242 0.153
H 0.3318 -0.0294 -1.1790 0.426
H 0.1042 -1.3127 -0.0493 0.365
H -1.0156 -3.5806 -1.2904 0.482
H -0.0234 -4.4513 -0.6276 0.478
O -0.1424 -3.9570 -1.4459 -0.963
H 0.2134 -0.0929 -3.3035 0.497
H -0.1474 1.4564 -3.4825 0.493
O -0.0823 0.7042 -2.8970 -0.976
H -1.3239 -2.6099 0.7331 0.478
H -2.7033 -3.3764 0.9110 0.489
O -1.7844 -3.4467 0.6519 -0.969
H 1.2000 -2.2080 -3.4775 0.476
H 2.6812 -1.9008 -3.3508 0.484
O 1.8737 -1.6352 -3.7961 -0.956
H 2.8488 0.7530 1.1032 0.457
H 2.1031 -0.3024 0.2736 0.485
O 2.9924 -0.0094 0.5586 -0.970
```

Computed properties:
* ΔE to the lowest compared entry with this formula, charge and spin: 23.9 kcal/mol
* SMILES: C=C(N)CCC.O.O.O.O.O
* LUMO: 0.48 eV
* frontier orbital gap: 9.064 eV
* 2S+1: 1
* molar mass: 175.22 g mol⁻¹